{
  "formula": "C31H77O24P5",
  "method": "the ωB97M-V functional and the def2-TZVPD basis",
  "symbols": ["C", "O", "P", "O", "O", "C", "O", "C", "H", "H", "H", "H", "H", "H", "H", "H", "H", "C", "O", "P", "O", "O", "C", "O", "C", "H", "H", "H", "H", "H", "H", "H", "H", "H", "C", "O", "P", "O", "O", "C", "O", "C", "H", "H", "H", "H", "H", "H", "H", "H", "H", "C", "O", "P", "O", "O", "C", "O", "C", "H", "H", "H", "H", "H", "H", "H", "H", "H", "C", "O", "P", "O", "O", "C", "O", "C", "H", "H", "H", "H", "H", "H", "H", "H", "H", "C", "C", "C", "O", "C", "H", "H", "H", "H", "H", "H", "H", "H", "C", "C", "C", "O", "C", "H", "H", "H", "H", "H", "H", "H", "H", "C", "C", "C", "O", "C", "H", "H", "H", "H", "H", "H", "H", "H", "C", "C", "C", "O", "C", "H", "H", "H", "H", "H", "H", "H", "H"],
  "xyz": [[-0.830, 3.970, 6.530], [-0.976, 5.175, 5.787], [-2.234, 5.371, 4.793], [-2.183, 6.576, 3.947], [-2.450, 3.951, 3.982], [-1.704, 3.661, 2.855], [-3.364, 5.463, 5.960], [-3.250, 6.394, 7.023], [-0.648, 4.272, 7.561], [0.018, 3.378, 6.187], [-1.724, 3.347, 6.520], [-1.096, 2.766, 2.992], [-1.037, 4.459, 2.526], [-2.393, 3.397, 2.053], [-3.153, 5.862, 7.970], [-4.102, 7.071, 6.970], [-2.410, 7.086, 6.961], [-1.253, 4.268, -2.279], [0.044, 4.586, -2.620], [0.957, 5.507, -1.573], [2.362, 5.790, -1.978], [0.846, 4.701, -0.188], [1.464, 3.428, -0.081], [0.117, 6.897, -1.268], [0.503, 8.120, -1.896], [-1.567, 4.653, -1.309], [-1.490, 3.206, -2.338], [-1.908, 4.683, -3.045], [1.185, 2.765, -0.900], [1.271, 3.001, 0.902], [2.545, 3.532, -0.175], [0.882, 7.959, -2.905], [1.330, 8.511, -1.304], [-0.318, 8.830, -1.990], [3.853, -5.716, -3.875], [4.384, -4.395, -4.048], [4.745, -3.495, -2.741], [5.313, -4.205, -1.552], [3.347, -2.619, -2.463], [2.827, -1.837, -3.542], [5.747, -2.386, -3.278], [7.183, -2.451, -2.992], [4.544, -6.410, -4.352], [2.956, -5.719, -4.494], [3.715, -6.006, -2.833], [2.971, -0.757, -3.527], [1.742, -1.859, -3.643], [3.074, -2.220, -4.532], [7.575, -1.439, -2.896], [7.701, -3.043, -3.747], [7.356, -2.841, -1.989], [-4.491, 3.987, -0.470], [-4.169, 2.829, -1.237], [-4.905, 1.363, -0.933], [-4.520, 0.235, -1.836], [-4.567, 1.091, 0.620], [-4.864, -0.184, 1.232], [-6.495, 1.695, -0.869], [-7.215, 2.526, -1.808], [-5.174, 3.835, 0.365], [-4.890, 4.752, -1.136], [-3.623, 4.504, -0.061], [-5.631, -0.175, 2.006], [-3.968, -0.699, 1.577], [-5.346, -0.775, 0.454], [-6.437, 3.087, -2.327], [-7.883, 3.218, -1.295], [-7.810, 2.010, -2.562], [-0.436, -0.563, 3.128], [-1.841, -0.848, 3.034], [-2.655, -1.692, 4.188], [-4.149, -1.704, 4.021], [-1.962, -3.167, 4.087], [-2.565, -4.193, 3.292], [-2.099, -1.035, 5.564], [-2.458, 0.262, 5.868], [-0.174, 0.477, 2.932], [0.037, -1.090, 2.299], [-0.002, -0.877, 4.077], [-3.615, -4.053, 3.034], [-2.491, -5.077, 3.925], [-2.002, -4.307, 2.366], [-3.410, 0.565, 5.433], [-1.725, 0.960, 5.462], [-2.490, 0.345, 6.955], [-0.785, -1.177, -1.347], [-1.721, -0.842, -0.254], [-1.440, 0.613, -0.111], [-0.028, 0.728, -0.215], [0.476, -0.343, -1.024], [-1.073, -0.786, -2.323], [-0.505, -2.227, -1.424], [-1.405, -1.365, 0.649], [-2.741, -1.156, -0.479], [-1.885, 1.149, 0.727], [-1.834, 1.151, -0.973], [1.184, -0.922, -0.433], [0.965, 0.114, -1.885], [2.217, -3.664, 0.761], [1.262, -4.268, -0.226], [1.736, -5.748, -0.213], [1.984, -5.946, 1.187], [2.252, -4.717, 1.835], [1.874, -2.693, 1.116], [3.187, -3.575, 0.272], [1.474, -3.856, -1.213], [0.216, -4.175, 0.068], [2.644, -5.854, -0.807], [0.957, -6.387, -0.628], [3.260, -4.687, 2.250], [1.514, -4.641, 2.634], [4.779, 1.163, -1.638], [6.273, 1.312, -1.515], [6.591, 0.414, -0.327], [5.461, 0.507, 0.480], [4.281, 0.485, -0.363], [4.500, 0.492, -2.449], [4.331, 2.134, -1.851], [6.420, 2.361, -1.261], [6.778, 0.897, -2.387], [7.267, 0.876, 0.393], [6.843, -0.643, -0.411], [3.605, 1.107, 0.224], [3.848, -0.509, -0.472], [-1.484, -4.717, -5.063], [-0.010, -4.825, -4.864], [0.042, -5.348, -3.410], [-0.925, -6.357, -3.518], [-2.025, -5.901, -4.330], [-1.631, -4.780, -6.141], [-1.815, -3.809, -4.560], [0.559, -3.895, -4.842], [0.548, -5.547, -5.460], [-0.243, -4.574, -2.697], [1.012, -5.745, -3.110], [-2.987, -5.671, -3.871], [-2.248, -6.693, -5.046]],
  "homo_ha": -0.3461,
  "charge": 0,
  "homo_lumo_gap_ev": 9.880
}